A:
A cluster of 2 separate species, C2H8N3 in total. Source: OMol25; level of theory: ωB97M-V/def2-TZVPD.

Computed properties:
Orbital gap: 11.07 eV
Net charge: +1
HOMO level: -0.5465 Ha

Atoms and positions in Å:
H  0.06  1.99  0.49
C  -0.50  1.49  -0.33
H  -1.09  2.14  -0.97
N  1.61  -0.67  0.13
C  -0.09  0.15  -0.90
H  2.26  0.12  0.07
H  -1.49  -0.60  1.47
N  -1.19  0.15  -0.23
H  1.56  -1.55  -0.39
H  -2.88  -0.46  0.63
N  -1.97  -0.66  0.60
H  1.46  -1.03  1.10
H  0.48  -0.32  -1.68

=====

B:
The ion C2H8N3 with charge +1. Source: OMol25; level of theory: ωB97M-V/def2-TZVPD.

Computed properties:
Orbital gap: 10.69 eV
Net charge: +1
HOMO level: -0.5142 Ha
SMILES: C=NNC[NH3+]

Atoms and positions in Å:
H  2.41  1.54  0.37
H  -1.25  -1.03  1.05
H  0.80  -1.83  -0.27
C  -1.10  -0.77  0.03
H  -1.94  -1.24  -0.55
H  -0.23  0.88  -0.30
H  3.01  -0.10  0.29
N  0.26  -0.97  -0.28
C  2.16  0.50  0.22
N  0.93  0.19  0.00
H  -1.68  1.22  0.61
H  -1.97  0.95  -0.94
N  -1.40  0.65  -0.22

=====

C:
A cluster of 2 separate species, C2H8N3 in total. Source: OMol25; level of theory: ωB97M-V/def2-TZVPD.

Computed properties:
Orbital gap (spin up / spin down): 8.84 / 8.84 eV
Net charge: +1
HOMO level (spin up / spin down): -0.5087 / -0.5087 Ha

Atoms and positions in Å:
H  -1.99  -1.84  0.22
C  -1.51  -0.99  -0.19
H  -2.74  0.65  1.14
H  -1.20  1.33  0.43
N  -0.25  -1.29  -0.45
N  0.83  -1.32  -0.46
N  2.77  0.04  0.21
H  -2.04  -0.68  -1.19
C  -1.68  0.38  0.87
H  3.24  -0.48  0.96
H  -1.06  -0.01  1.65
H  3.39  -0.20  -0.62
H  2.69  1.12  0.35

=====

D:
A cluster of 2 separate species, C2H8N3 in total. Source: OMol25; level of theory: ωB97M-V/def2-TZVPD.

Computed properties:
Orbital gap (spin up / spin down): 7.49 / 5.94 eV
Net charge: +1
HOMO level (spin up / spin down): -0.4837 / -0.4595 Ha

Atoms and positions in Å:
H  2.73  -1.26  0.22
H  -1.75  -1.34  -0.05
H  2.94  0.22  0.95
H  0.20  1.32  0.49
H  -0.19  -0.26  1.09
N  -0.32  0.49  0.44
N  1.73  0.33  -0.65
C  -2.36  -0.50  -0.29
H  -3.43  -0.65  -0.56
H  1.28  -0.29  -1.34
N  2.43  -0.32  0.21
C  -1.59  0.61  -0.11
H  -1.67  1.65  -0.40

=====

Verdict on stability: A comes out at the bottom.

=====

A:
A structure of composition H43O21. Source: OMol25; level of theory: ωB97M-V/def2-TZVPD.

Computed properties:
Orbital gap: 8.74 eV
Net charge: +1
HOMO level: -0.4491 Ha

Atoms and positions in Å:
H  -0.64  1.43  0.59
H  1.65  1.73  -2.32
O  0.09  -0.90  0.80
O  3.98  -1.95  1.33
H  0.52  4.00  -4.12
H  -4.23  -1.14  0.42
H  3.38  -2.43  1.96
O  -2.82  0.57  2.84
H  -1.50  -3.91  3.29
H  -3.62  1.90  -2.87
H  3.57  1.62  2.46
O  -1.32  -3.18  2.63
H  -3.77  2.54  0.32
H  2.09  -4.19  3.11
H  2.84  -0.77  -1.79
O  1.92  1.25  -1.53
H  -0.06  2.02  -1.51
H  1.83  3.08  -4.39
H  2.24  -1.36  -5.23
O  3.43  3.05  1.48
O  0.03  2.82  -2.15
H  -0.47  -1.75  1.01
H  1.88  -0.48  -4.05
H  -4.05  -0.09  1.58
H  3.70  -1.91  -1.41
H  0.33  3.65  -1.53
H  1.61  -1.11  -1.56
H  0.51  -0.99  2.75
O  -3.03  2.26  -2.13
O  3.47  0.73  2.96
H  -2.24  2.54  -2.44
H  4.47  -1.31  1.96
H  -2.83  -0.04  3.51
O  3.24  -1.59  -2.27
H  -2.94  1.49  0.96
H  0.64  -3.83  2.98
H  -4.17  -0.78  -1.38
O  0.01  1.53  0.03
H  -3.02  1.51  3.13
H  -0.62  -1.66  -2.28
H  3.86  4.00  1.56
H  1.69  1.38  -0.65
H  0.06  -0.76  -0.16
O  1.48  3.82  -3.98
O  -4.81  -0.83  1.29
H  -1.56  0.86  -0.25
H  -4.72  -1.67  1.79
O  1.44  -1.12  -4.53
H  2.01  -1.17  2.41
O  -3.22  2.32  1.14
H  1.66  -2.72  -1.32
O  -1.24  -0.89  -2.22
H  3.72  0.82  3.92
O  -3.86  -1.50  -0.78
O  1.31  -4.28  2.51
O  1.05  -1.93  -1.23
O  1.31  -1.44  3.11
O  -2.15  0.24  -0.09
H  -0.71  -0.15  -1.98
H  -1.72  -3.78  1.86
H  2.61  3.55  1.82
H  -2.87  -1.33  -0.87
H  0.46  2.69  0.24
H  -1.91  -0.43  -0.74

=====

B:
A cluster of 21 separate species, H43O21 in total. Source: OMol25; level of theory: ωB97M-V/def2-TZVPD.

Computed properties:
Orbital gap: 11.36 eV
Net charge: +1
HOMO level: -0.5070 Ha

Atoms and positions in Å:
O  4.08  -1.54  0.84
H  1.42  -2.65  2.73
H  1.56  -2.61  -1.20
H  -0.13  -0.28  -2.06
O  0.33  0.29  -2.95
H  3.02  1.68  0.82
H  0.40  1.78  0.89
O  2.27  3.24  0.37
O  2.75  0.80  0.77
H  -0.58  -3.37  -0.06
H  0.13  -1.62  -0.56
O  -0.46  -3.17  2.87
O  -1.59  -0.66  3.42
H  -0.85  -2.49  3.28
O  -3.71  0.05  1.81
O  2.40  3.30  -2.08
H  -2.46  -0.42  2.91
H  3.36  -1.62  -0.33
O  2.61  0.52  -1.91
H  -3.51  0.96  1.52
H  -0.01  -0.18  0.68
H  1.30  -1.35  2.07
H  1.44  0.38  -2.67
H  -3.45  -0.77  -1.87
H  -0.20  2.43  -1.12
H  2.98  -0.46  -1.90
H  -2.06  2.32  0.63
O  -0.19  2.51  -2.11
H  -1.14  2.88  -2.26
H  -1.44  -1.23  -0.75
H  2.46  3.59  -0.59
H  0.03  3.37  0.91
H  -3.40  2.62  -0.13
O  1.90  -2.16  2.19
H  1.62  -3.07  0.20
O  1.04  -2.68  -0.44
H  -0.14  1.19  -3.00
H  -3.36  -1.00  0.24
H  3.37  -1.85  1.47
O  -2.94  2.42  0.76
O  0.29  -0.03  1.58
H  2.63  3.83  1.02
H  4.22  -2.33  -1.39
O  -2.97  -1.54  -0.38
O  -3.67  -0.12  -2.61
H  -0.21  -3.97  3.34
H  -1.06  -3.44  1.35
H  1.90  0.72  1.30
H  -3.26  -0.39  -3.54
H  2.88  2.50  -2.23
O  3.44  -2.05  -1.34
H  4.24  -0.56  0.97
O  -0.50  -0.78  -0.73
H  -2.69  -2.37  0.04
H  -3.59  3.14  -2.68
H  -1.58  -0.48  4.31
H  -0.42  -0.09  2.22
O  -0.24  2.48  0.48
H  1.39  2.99  -2.23
H  -4.59  -0.12  2.14
O  -1.36  -3.52  0.44
H  -3.36  1.66  -2.36
H  2.58  0.75  -0.92
O  -2.95  2.58  -2.16

=====

Verdict on stability: A comes out at the bottom.

=====

A:
A structure of composition C6H12OS. Source: OMol25; level of theory: ωB97M-V/def2-TZVPD.

Computed properties:
Orbital gap: 9.17 eV
Net charge: 0
HOMO level: -0.3120 Ha

Atoms and positions in Å:
C  -1.49  -0.34  -0.66
H  -1.42  0.66  1.84
O  -2.27  -1.14  0.01
H  0.34  1.36  -1.47
C  -0.08  1.36  -0.48
H  -2.34  1.72  -1.02
H  -2.04  1.33  0.52
C  0.00  0.07  0.12
C  2.65  0.48  0.12
H  3.72  0.22  -0.10
S  1.48  -0.96  -0.36
C  -1.60  1.10  -0.46
H  2.06  1.60  -0.19
H  -1.22  -0.84  -1.59
H  -2.18  -1.11  1.23
H  0.03  -0.97  1.87
H  0.40  2.25  0.02
H  0.18  0.94  2.10
H  2.64  0.56  1.22
C  -0.42  0.13  1.56

=====

B:
An isolated molecule of C6H12OS. Source: OMol25; level of theory: ωB97M-V/def2-TZVPD.

Computed properties:
Orbital gap: 9.46 eV
Net charge: 0
HOMO level: -0.3227 Ha
SMILES: C/C(CO)=C(\C)CS

Atoms and positions in Å:
C  -0.62  0.27  -1.45
H  0.35  -2.49  -1.49
H  0.59  1.86  -2.55
H  1.47  -1.30  -2.28
H  1.14  -0.77  2.61
H  -1.61  0.75  0.88
C  0.23  -0.56  0.68
H  2.24  -1.26  1.32
C  -0.71  0.29  1.45
H  0.90  -2.35  1.61
S  -0.11  2.02  -1.44
H  -0.63  -0.09  -2.44
H  -1.13  -1.35  2.41
C  0.26  -0.59  -0.64
H  -0.14  1.14  1.88
O  -1.20  -0.41  2.62
C  1.01  -1.70  -1.31
C  1.16  -1.29  1.61
H  -1.61  0.23  -1.14
H  1.82  -1.96  -0.67

=====

Verdict on stability: A comes out at the bottom.

=====

A:
The ion C4H13NP with charge +1. Source: OMol25; level of theory: ωB97M-V/def2-TZVPD.

Computed properties:
Orbital gap: 12.00 eV
Net charge: +1
HOMO level: -0.5398 Ha
SMILES: C[NH+]=P(C)(C)C

Atoms and positions in Å:
C  -1.96  -1.02  0.32
N  -0.97  -0.63  -0.70
H  1.59  -1.71  -0.14
H  2.36  0.79  -1.66
H  0.49  -1.74  1.22
C  1.21  -1.18  0.68
H  -1.48  -0.47  -1.55
H  0.92  1.74  -1.94
H  -1.02  1.57  1.04
H  -2.85  -0.42  0.47
C  0.01  1.59  1.02
H  0.32  2.64  0.76
H  -1.43  -0.95  1.30
C  1.31  0.81  -1.61
H  2.08  -0.83  1.21
H  -2.30  -1.99  0.08
P  0.34  0.17  -0.15
H  1.05  0.16  -2.40
H  0.34  1.49  2.05

=====

B:
The ion C4H13NP with charge +1. Source: OMol25; level of theory: ωB97M-V/def2-TZVPD.

Computed properties:
Orbital gap: 11.21 eV
Net charge: +1
HOMO level: -0.5161 Ha
SMILES: C[NH+]=P(C)(C)C

Atoms and positions in Å:
H  2.42  0.87  -0.05
C  -0.56  0.34  -1.94
H  3.16  -0.56  -0.24
C  -1.53  -1.32  0.38
H  -1.40  -1.50  1.37
N  1.08  -0.73  0.24
H  0.94  -1.48  0.87
P  -0.38  0.00  -0.15
H  -1.61  0.80  -2.04
H  -2.61  -1.01  0.24
H  -1.04  1.01  1.98
H  2.83  -0.20  1.24
H  -1.48  -2.27  -0.22
H  -0.39  -0.58  -2.35
H  0.19  2.10  1.10
C  2.36  -0.13  0.30
C  -0.67  1.54  0.98
H  -1.49  2.04  0.58
H  0.17  1.08  -2.29

=====

Verdict on stability: B comes out at the bottom.

=====

A:
An isolated molecule of FH3OSi. Source: OMol25; level of theory: ωB97M-V/def2-TZVPD.

Computed properties:
Orbital gap: 12.13 eV
Net charge: 0
HOMO level: -0.4162 Ha
SMILES: O[SiH2]F

Atoms and positions in Å:
H  0.74  0.99  -1.27
F  0.64  0.67  1.42
Si  0.41  0.09  -0.13
H  1.18  -1.20  -0.20
H  -1.84  -0.20  0.35
O  -1.13  -0.35  -0.18

=====

B:
An isolated molecule of FH3OSi. Source: OMol25; level of theory: ωB97M-V/def2-TZVPD.

Computed properties:
Orbital gap: 12.24 eV
Net charge: 0
HOMO level: -0.4203 Ha
SMILES: O[SiH2]F

Atoms and positions in Å:
H  -0.45  -0.41  -1.76
H  0.07  -1.25  0.49
O  0.52  1.13  0.04
F  -1.96  0.29  0.24
Si  -0.47  -0.13  -0.27
H  0.05  1.96  -0.09

=====

Verdict on stability: A comes out at the bottom.

=====

A:
The ion C3H5N2O2 with charge +1. Source: OMol25; level of theory: ωB97M-V/def2-TZVPD.

Computed properties:
Orbital gap (spin up / spin down): 5.93 / 9.32 eV
Net charge: +1
Expectation value of S²: 2.01
2S+1: 3
HOMO level (spin up / spin down): -0.3775 / -0.5963 Ha

Atoms and positions in Å:
H  -0.09  -2.15  0.96
C  -0.96  -0.67  2.97
H  0.67  0.86  -1.73
O  -0.12  1.62  -0.09
O  -1.67  -0.77  3.88
N  0.16  0.55  -0.84
C  0.23  -0.69  -0.38
N  -0.08  -1.18  0.75
H  0.32  0.58  2.20
C  -0.24  -0.37  1.90
H  -1.05  1.73  -0.03
H  0.31  -1.30  -1.19

=====

B:
The ion C3H5N2O2 with charge +1. Source: OMol25; level of theory: ωB97M-V/def2-TZVPD.

Computed properties:
Orbital gap (spin up / spin down): 6.52 / 9.40 eV
Net charge: +1
Expectation value of S²: 2.01
2S+1: 3
HOMO level (spin up / spin down): -0.3953 / -0.5690 Ha

Atoms and positions in Å:
O  0.35  0.12  0.89
N  -0.04  1.91  -0.43
H  0.11  2.36  0.56
H  -0.58  0.03  -1.06
N  0.09  -2.13  0.61
O  -0.30  -2.72  -1.66
H  0.40  2.49  -1.08
C  0.43  -1.06  1.35
H  -1.04  1.98  -0.62
C  0.22  0.51  -0.36
C  -0.18  -2.33  -0.58
H  0.56  -1.16  2.39

=====

Verdict on stability: A comes out at the bottom.